A | C2H6O2S2 | wB97M-V/def2-TZVPD

ORCA input file:
```
! wB97M-V def2-TZVPD RIJCOSX def2/J DEFGRID3
* xyz 0 1
O 2.4931 0.2828 -0.5637
C 1.7847 0.9935 -1.1878
O 1.2203 2.1597 -0.7567
H 1.4320 0.8893 -2.2294
H 1.2353 2.0963 0.2166
C -1.0548 -2.4671 0.6112
S -0.7474 -0.9415 -0.2917
S -1.3497 0.5518 1.0411
H -0.2323 -3.1104 0.3288
H -1.1324 -2.3922 1.6932
H -1.9821 -2.9098 0.3382
H -1.2186 -0.2101 2.1196
*
```

Output
orbital gap	8.8	eV
HOMO	-8.4	eV

Electronic structure analysis, Mulliken charges in units of e:
1 O -0.4519
2 C 0.1565
3 O -0.4031
4 H 0.3599
5 H 0.3267
6 C -0.8159
7 S 0.0190
8 S -0.1977
9 H 0.2401
10 H 0.3107
11 H 0.3050
12 H 0.1505

B | C2H6O2S2 | wB97M-V/def2-TZVPD

ORCA input file:
```
! wB97M-V def2-TZVPD RIJCOSX def2/J DEFGRID3
* xyz 0 1
O -3.3090 2.1517 -1.1758
C -2.4622 1.6253 -0.4646
O -2.2449 0.2689 -0.3991
H -1.7425 2.2229 0.1369
H -2.8880 -0.1077 -1.0787
C 0.8695 -0.3953 0.9372
S 1.6865 -1.1397 -0.5804
S 3.6034 -1.9637 -0.0226
H 0.1848 -1.1580 1.4192
H 0.5047 0.6971 0.8140
H 1.7141 -0.3354 1.6360
H 4.0835 -1.8661 -1.2218
*
```

Output
orbital gap	8.6	eV
HOMO	-8.4	eV

Electronic structure analysis, Mulliken charges in units of e:
1 O -0.4909
2 C 0.2655
3 O -0.3912
4 H 0.2999
5 H 0.3234
6 C -0.6989
7 S -0.0342
8 S -0.1915
9 H 0.2808
10 H 0.1688
11 H 0.3317
12 H 0.1366

A takes first place; second place is 40.9 kJ/mol up.

A | C5H15NO2 | wB97M-V/def2-TZVPD

ORCA input file:
```
! wB97M-V def2-TZVPD RIJCOSX def2/J DEFGRID3
* xyz 0 1
C -2.2470 -0.4486 0.2202
C -1.0752 -0.0003 1.0962
C 0.0539 0.6895 0.3057
C 0.1741 2.1677 0.7173
N 1.3164 -0.0579 0.6098
C 2.1836 -0.2220 -0.5087
O 2.8706 0.9969 -0.9483
H -1.9625 -1.2149 -0.5156
H -3.0394 -0.9186 0.8110
H -2.7763 0.2746 -0.4048
H -1.6103 0.6134 1.8380
H -0.7101 -0.8205 1.7092
H -0.1266 0.6383 -0.7641
H 0.8347 2.6428 -0.0052
H -0.8120 2.6088 0.8255
H 0.6589 2.2988 1.6901
H 1.7000 0.3701 1.4411
H 1.5606 -0.4035 -1.3821
H 2.9238 -1.0068 -0.3653
H 3.1469 1.4803 -0.1425
O -0.9070 -3.1365 -2.4495
H -1.7277 -3.5583 -2.1638
H -0.4292 -2.9935 -1.6142
*
```

Output
orbital gap	10.0	eV
HOMO	-9.2	eV

Electronic structure analysis, Mulliken charges in units of e:
1 C -1.1327
2 C -0.7462
3 C 0.6063
4 C -1.6729
5 N -0.4111
6 C -0.4224
7 O -0.5551
8 H 0.1738
9 H 0.3816
10 H 0.3345
11 H 0.2966
12 H 0.3477
13 H 0.4764
14 H 0.3940
15 H 0.4216
16 H 0.3836
17 H 0.2711
18 H 0.2555
19 H 0.3044
20 H 0.3125
21 O -0.6474
22 H 0.3153
23 H 0.3129

B | C5H15NO2 | wB97M-V/def2-TZVPD

ORCA input file:
```
! wB97M-V def2-TZVPD RIJCOSX def2/J DEFGRID3
* xyz 0 1
C 0.7132 -1.0021 1.6271
N -0.6127 -0.6900 1.1067
C -0.7861 0.7850 1.0234
C -0.4024 -0.8697 -1.4364
C -1.0997 -1.2673 -0.1326
C 2.7398 1.4469 -0.1998
O 1.9030 0.3801 -0.2942
H 1.0618 -1.7662 0.9191
H 0.5775 -1.3374 2.6556
H 1.4015 -0.1516 1.4094
H 0.0339 1.0991 0.3642
H -1.7238 0.9884 0.4883
H -0.7051 1.2039 2.0212
H 0.6214 -0.4962 -1.3304
H -1.2213 -0.1567 -1.8060
H -0.4938 -1.7004 -2.1548
H -1.1076 -2.3406 0.1365
H 2.2899 2.3656 -0.6092
H 3.1464 1.7714 0.7878
H 3.6812 1.3338 -0.7778
H -2.1428 -0.9172 -0.2552
H -3.2556 1.2297 -1.8927
O -2.5361 0.8454 -1.3912
*
```

Output
orbital gap	3.8	eV
HOMO	-8.1	eV

Electronic structure analysis, Mulliken charges in units of e:
1 C -0.8447
2 N 0.0900
3 C -0.7871
4 C -0.3512
5 C -0.8341
6 C -0.7370
7 O -0.5597
8 H 0.3800
9 H 0.3072
10 H 0.3415
11 H 0.4056
12 H 0.3191
13 H 0.3008
14 H 0.2038
15 H 0.2094
16 H 0.3198
17 H 0.4167
18 H 0.2899
19 H 0.2751
20 H 0.2821
21 H 0.5521
22 H 0.1693
23 O -0.7487

C | C5H15NO2 | wB97M-V/def2-TZVPD

ORCA input file:
```
! wB97M-V def2-TZVPD RIJCOSX def2/J DEFGRID3
* xyz 0 1
C 0.2150 0.9919 -3.5248
C 0.4982 0.6599 -2.1302
C -0.4170 0.7554 -1.2003
C -1.7247 1.5935 -1.3333
N -0.0673 0.4569 0.1163
C -1.0144 0.3616 1.2190
H 0.9617 0.5160 -4.1996
H -0.7267 0.7133 -3.9583
H 0.1514 2.1803 -3.6748
H 1.4627 0.3460 -1.8120
H -1.6248 2.4047 -0.6053
H -2.7218 1.1584 -1.0848
H -1.6436 2.1148 -2.2702
H 0.8748 0.6193 0.3863
H -0.7866 -0.7458 1.5614
H -0.8463 1.1057 1.9700
H -2.1341 0.5649 0.9136
O 0.4335 -2.7526 1.1875
H -0.0181 -2.2277 0.5675
H 0.4625 -3.5857 0.7990
O 1.8558 -1.1523 4.3343
H 1.6128 -1.3089 3.4477
H 1.7902 -1.9880 4.7890
*
```

Output
orbital gap	8.2	eV
HOMO	-7.5	eV

Electronic structure analysis, Mulliken charges in units of e:
1 C -1.4013
2 C -0.1153
3 C 0.5622
4 C -1.3084
5 N -0.2007
6 C -0.7566
7 H 0.3113
8 H 0.3829
9 H 0.2474
10 H 0.4067
11 H 0.3854
12 H 0.2693
13 H 0.3212
14 H 0.1892
15 H 0.2080
16 H 0.3361
17 H 0.1896
18 O -0.5926
19 H 0.2961
20 H 0.2786
21 O -0.6419
22 H 0.3196
23 H 0.3132

A takes first place; second place is 119.4 kJ/mol up.

A | C5H15NO2 | wB97M-V/def2-TZVPD

ORCA input file:
```
! wB97M-V def2-TZVPD RIJCOSX def2/J DEFGRID3
* xyz 0 1
C 1.5769 2.2482 1.8804
C 0.5143 1.2215 1.6148
C 0.1112 0.7968 0.4325
C -0.9746 -0.1912 0.1021
N -1.2190 -0.2607 -1.3607
C -2.4221 0.4651 -1.8054
H 1.3053 3.2818 1.6612
H 2.4774 2.0484 1.2924
H 1.8569 2.2265 2.9340
H 0.0330 0.8470 2.5158
H 0.6187 1.1608 -0.4585
H -1.8746 0.1529 0.6160
H -0.6876 -1.1901 0.4271
H -1.4398 -1.2326 -1.5136
H -2.9316 0.9998 -1.0024
H -3.1638 -0.2040 -2.2433
H -2.1769 1.1755 -2.5846
O 1.4157 -2.1541 1.2875
H 2.2827 -1.9420 1.6401
H 0.9777 -2.7377 1.9123
O 1.5203 -2.3602 -2.6891
H 1.3193 -2.6877 -1.8053
H 0.8804 -1.6640 -2.8535
*
```

Output
orbital gap	9.6	eV
HOMO	-9.0	eV

Electronic structure analysis, Mulliken charges in units of e:
1 C -1.1756
2 C -0.1236
3 C -0.2110
4 C -0.5097
5 N -0.3250
6 C -0.8858
7 H 0.2866
8 H 0.3089
9 H 0.3249
10 H 0.3253
11 H 0.2743
12 H 0.3242
13 H 0.2855
14 H 0.2505
15 H 0.2762
16 H 0.3150
17 H 0.2647
18 O -0.5773
19 H 0.2828
20 H 0.2964
21 O -0.6551
22 H 0.3133
23 H 0.3345

B | C5H15NO2 | wB97M-V/def2-TZVPD

ORCA input file:
```
! wB97M-V def2-TZVPD RIJCOSX def2/J DEFGRID3
* xyz 0 1
C 1.3734 0.9165 2.6108
C 2.0938 1.2472 1.2548
N 1.2220 1.1331 0.1533
C 1.7183 1.7932 -1.0049
C 0.7278 -0.2264 -0.0557
C -0.7394 0.0243 -0.5320
O -0.6008 0.3101 -1.8343
H 0.1987 0.9321 2.5595
H 1.7074 1.4240 3.5018
H 1.4733 -0.1929 2.8507
H 3.0360 0.6578 1.0749
H 2.5502 2.4178 1.3561
H 2.6511 2.4430 -0.8701
H 2.0121 1.1166 -1.7539
H 0.8101 2.2781 -1.2952
H 1.2301 -0.9143 -0.7642
H 0.7063 -0.6331 1.0185
H -1.3776 0.8590 0.0057
H -1.2169 -1.0670 -0.6151
H 0.1283 0.8423 -2.0226
O -4.9583 -4.2959 -0.4560
H -4.3647 -5.1662 -0.4308
H -4.6682 -3.5710 -1.0046
*
```

Output
orbital gap	9.3	eV
HOMO	-8.5	eV

Electronic structure analysis, Mulliken charges in units of e:
1 C -1.1203
2 C -0.4693
3 N 0.1549
4 C -1.4103
5 C -0.6588
6 C -0.2461
7 O -0.5085
8 H 0.2712
9 H 0.3427
10 H 0.3006
11 H 0.3339
12 H 0.3520
13 H 0.3864
14 H 0.3878
15 H 0.4420
16 H 0.2886
17 H 0.3221
18 H 0.2404
19 H 0.2237
20 H 0.3673
21 O -0.6599
22 H 0.3374
23 H 0.3222

C | C5H15NO2 | wB97M-V/def2-TZVPD

ORCA input file:
```
! wB97M-V def2-TZVPD RIJCOSX def2/J DEFGRID3
* xyz 0 1
C -0.8343 -0.3552 1.9634
C -0.0456 0.4102 0.7731
C -1.0451 1.4629 0.2732
O -0.4213 2.3819 -0.6211
N 0.4714 -0.4758 -0.2574
C 1.6231 -1.2047 0.3293
C -0.5385 -1.3447 -0.8925
H -1.8846 -0.1559 2.2096
H -0.1291 -0.2727 2.8232
H -0.7684 -1.4987 1.7318
H 0.8670 1.0484 1.1193
H -1.4884 2.0914 1.1244
H -1.8606 1.0693 -0.3572
H 0.4676 2.0729 -0.8550
H 2.4896 -0.6122 0.4751
H 1.9576 -2.0635 -0.3031
H 1.2548 -1.4442 1.3185
H -0.8178 -2.2310 -0.3667
H -1.4205 -0.6246 -1.0950
H 0.0159 -1.5081 -1.7953
O 1.0941 1.2475 -2.6585
H 0.7349 0.6548 -1.8605
H 0.2781 1.3520 -3.0789
*
```

Output
orbital gap	10.0	eV
HOMO	-9.1	eV

Electronic structure analysis, Mulliken charges in units of e:
1 C -1.2346
2 C 0.0974
3 C -0.6020
4 O -0.5360
5 N -0.0892
6 C -0.9437
7 C -1.0242
8 H 0.4103
9 H 0.3365
10 H 0.2445
11 H 0.3933
12 H 0.3274
13 H 0.2375
14 H 0.3408
15 H 0.2850
16 H 0.3031
17 H 0.3741
18 H 0.4272
19 H 0.2449
20 H 0.4304
21 O -0.6973
22 H 0.3438
23 H 0.3307

D | C5H15NO2 | wB97M-V/def2-TZVPD

ORCA input file:
```
! wB97M-V def2-TZVPD RIJCOSX def2/J DEFGRID3
* xyz 0 1
C 0.9044 0.3054 -2.9281
C 0.2867 -0.1697 -1.6816
C 0.8421 -0.2073 -0.4199
C 2.2591 0.1254 -0.3195
N 0.1640 -0.7595 0.6459
C 0.4550 -0.5383 2.0714
H 0.2920 0.0404 -3.8162
H 0.9148 1.5634 -2.9293
H 1.8460 -0.2000 -3.1897
H -0.7694 -0.4658 -1.6402
H 2.3161 1.0176 0.1882
H 2.7294 0.2358 -1.3390
H 3.0376 -0.5819 0.1749
H -0.8346 -0.7193 0.5824
H 1.3695 0.0886 2.2673
H -0.5768 0.0057 2.5428
H 0.7054 -1.4940 2.5414
O -2.3127 2.0977 0.8154
H -2.1879 3.0701 0.6840
H -3.0128 1.9668 0.0972
O -3.1406 -1.8210 1.6602
H -3.0476 -1.3839 2.5674
H -2.2395 -2.1760 1.4251
*
```

Output
orbital gap	7.8	eV
HOMO	-7.2	eV

Electronic structure analysis, Mulliken charges in units of e:
1 C -1.2219
2 C -0.3021
3 C 0.8013
4 C -1.3238
5 N -0.2323
6 C -0.8000
7 H 0.3215
8 H 0.1779
9 H 0.3823
10 H 0.2740
11 H 0.3639
12 H 0.2704
13 H 0.2816
14 H 0.2141
15 H 0.3232
16 H 0.1961
17 H 0.2686
18 O -0.6207
19 H 0.3011
20 H 0.3251
21 O -0.6657
22 H 0.3284
23 H 0.3368

A takes first place; second place is 69.2 kJ/mol up.

A | C4H5NO | wB97M-V/def2-TZVPD

ORCA input file:
```
! wB97M-V def2-TZVPD RIJCOSX def2/J DEFGRID3
* xyz 0 1
C -1.4728 0.1277 0.0506
C -0.3325 -0.3125 -0.8590
C 1.0583 -0.0731 -0.4439
O 1.0953 0.4633 0.8108
C 2.3383 0.2346 1.0218
N 3.3669 0.1099 1.5035
H -1.4221 -0.3570 1.0295
H -2.4242 -0.1277 -0.4041
H -1.4516 1.2015 0.2093
H -0.3970 0.1199 -1.8682
H -0.3585 -1.3866 -1.0501
*
```

Output
orbital gap	9.4	eV
HOMO	-9.8	eV

Electronic structure analysis, Mulliken charges in units of e:
1 C -1.1329
2 C -0.1040
3 C -0.4969
4 O -0.1936
5 C 0.7434
6 N -0.4307
7 H 0.3107
8 H 0.3656
9 H 0.3084
10 H 0.3094
11 H 0.3205

B | C4H5NO | wB97M-V/def2-TZVPD

ORCA input file:
```
! wB97M-V def2-TZVPD RIJCOSX def2/J DEFGRID3
* xyz 0 1
C -1.0664 -0.7351 0.6212
C 0.1016 0.2414 0.5300
C 1.1360 -0.1010 -0.7760
O 0.7662 -0.7364 -1.7249
C -0.0005 1.4406 -0.2745
N 0.4023 2.0699 -1.1728
H -1.9903 -0.2976 1.0170
H -1.2595 -1.1272 -0.3805
H -0.7906 -1.5717 1.2744
H 0.5752 0.4577 1.5087
H 2.1261 0.3594 -0.6226
*
```

Output
orbital gap	10.7	eV
HOMO	-10.1	eV

Electronic structure analysis, Mulliken charges in units of e:
1 C -1.0705
2 C 0.1127
3 C 0.0350
4 O -0.4718
5 C 0.2219
6 N -0.4851
7 H 0.3072
8 H 0.3101
9 H 0.2957
10 H 0.3474
11 H 0.3975

B takes first place; second place is 231.0 kJ/mol up.

A | C4H6O2 | wB97M-V/def2-TZVPD

ORCA input file:
```
! wB97M-V def2-TZVPD RIJCOSX def2/J DEFGRID3
* xyz 0 1
O -2.0564 1.6100 -0.0662
C -1.1167 0.8657 0.0182
C -0.9755 -0.6507 0.2295
C 0.5263 -0.5397 -0.0971
O 1.4326 -1.1786 0.7327
C 0.3800 1.0053 -0.1886
H -1.1157 -0.8987 1.2854
H -1.5665 -1.3129 -0.4065
H 0.6948 -0.8618 -1.1626
H 2.2508 -0.6676 0.7211
H 0.5358 0.8134 -1.2593
H 1.0106 1.8156 0.1934
*
```

Output
orbital gap	10.3	eV
HOMO	-9.7	eV

Electronic structure analysis, Mulliken charges in units of e:
1 O -0.5503
2 C 0.3968
3 C -0.5355
4 C 0.0242
5 O -0.5188
6 C -0.5141
7 H 0.2424
8 H 0.2810
9 H 0.2481
10 H 0.3271
11 H 0.2087
12 H 0.3904

B | C4H6O2 | wB97M-V/def2-TZVPD

ORCA input file:
```
! wB97M-V def2-TZVPD RIJCOSX def2/J DEFGRID3
* xyz 0 1
O -2.0270 0.0120 0.0054
C -0.9502 0.4347 0.2446
C 0.0582 1.0955 0.8049
O -0.2359 2.1658 1.6332
H 1.1059 0.9515 0.5946
H -1.1092 2.0119 2.0146
C 0.6229 -1.4914 -0.3419
C 0.4382 -0.7383 -1.4311
H 1.5253 -1.4244 0.2585
H -0.1302 -2.1971 -0.0017
H -0.4725 -0.8085 -2.0190
H 1.1745 -0.0118 -1.7622
*
```

Output
orbital gap	8.9	eV
HOMO	-8.3	eV

Electronic structure analysis, Mulliken charges in units of e:
1 O -0.4523
2 C 0.5854
3 C -0.2430
4 O -0.4964
5 H 0.2807
6 H 0.3076
7 C -0.5527
8 C -0.5925
9 H 0.2961
10 H 0.2725
11 H 0.3141
12 H 0.2803

A takes first place; second place is 102.0 kJ/mol up.

A | C2H3ClNO3 | wB97M-V/def2-TZVPD

ORCA input file:
```
! wB97M-V def2-TZVPD RIJCOSX def2/J DEFGRID3
* xyz -1 1
C 0.8059 1.3802 0.2255
C -0.9473 -0.5915 0.0154
N 0.9119 0.3802 -0.8603
O 0.4235 2.2441 -0.5624
O 0.9422 1.2185 1.4053
O -0.1816 -0.1575 -1.1429
Cl 1.5777 -2.3033 0.3026
H -0.4281 -1.4834 0.3692
H -1.9900 -1.0216 -0.3506
H -1.1141 0.3344 0.5981
*
```

Output
orbital gap	7.4	eV
HOMO	-4.6	eV

Electronic structure analysis, Mulliken charges in units of e:
1 C 0.7033
2 C -0.4702
3 N -0.0077
4 O -0.5214
5 O -0.5706
6 O -0.0036
7 Cl -0.7864
8 H 0.1727
9 H 0.1858
10 H 0.2983

B | C2H3ClNO3 | wB97M-V/def2-TZVPD

ORCA input file:
```
! wB97M-V def2-TZVPD RIJCOSX def2/J DEFGRID3
* xyz -1 1
C -1.5048 -1.6703 1.6788
C 0.0009 -0.1916 -0.3024
N -1.2775 -2.0542 0.2638
O -0.4010 -1.8960 2.2026
O -2.5907 -1.3474 2.0797
O -0.2870 -1.5898 -0.4168
Cl -3.2183 -1.1317 -0.9606
H 0.9258 -0.0291 -0.8522
H 0.1156 0.0920 0.7453
H -0.8303 0.3594 -0.7504
*
```

Output
orbital gap (alpha / beta)	8.0 / 8.0	eV
HOMO (alpha / beta)	-5.1 / -5.1	eV

Electronic structure analysis, Mulliken charges in units of e:
1 C 0.6814
2 C -0.5205
3 N -0.0858
4 O -0.6385
5 O -0.6118
6 O -0.0571
7 Cl -0.5267
8 H 0.2386
9 H 0.2733
10 H 0.2471

B takes first place; second place is 59.0 kJ/mol up.